# 1
Computed, not measured: a molecular structure, C26H34F2N2O2PPdS in a non-equilibrium geometry, with ωB97M-V/def2-TZVPD.

Kohn-Sham gap (spin up / spin down): 4.788 / 4.788 eV
total charge: -1
relative energy (zero: lowest compared OMol25 entry of this formula, charge and spin): 0.00 kJ/mol
HOMO (spin up / spin down): -2.1 / -2.1 eV
DFT total energy: -63625.0658 eV

Geometry (Å):
Pd: 0.82194 -0.83717 -1.52543
F: 1.65259 -0.23590 1.12436
C: 1.58919 -1.38755 0.30366
F: 1.01609 -2.33258 1.13259
H: 2.66482 -1.76839 0.19676
O: -2.43990 -0.44335 -1.82160
S: -1.39205 -1.48121 -1.83829
C: -1.65878 -2.60913 -0.52682
C: -0.86649 -3.76564 -0.45606
C: -1.40105 -4.91412 0.12238
C: -2.63807 -4.81134 0.75915
C: -3.37044 -3.62246 0.76048
C: -2.90956 -2.55148 0.04440
C: -1.35991 -2.45260 -3.32642
C: -2.08461 -1.87216 -4.34366
C: -2.14332 -2.43336 -5.62468
C: -1.33668 -3.53075 -5.89331
C: -0.72482 -4.21717 -4.79188
C: -0.73538 -3.67650 -3.53418
H: 0.17379 -3.71922 -0.77058
H: -0.85691 -5.87624 0.19724
H: -3.06098 -5.70559 1.23107
H: -4.32806 -3.55296 1.26912
H: -3.57144 -1.73173 -0.23765
H: -2.53338 -0.93840 -4.15409
H: -2.81884 -2.01431 -6.37834
H: -1.22656 -3.76503 -6.94306
H: -0.18100 -5.15138 -4.97762
H: -0.12879 -4.14627 -2.74589
C: 0.12610 -0.06330 4.77347
N: -0.94677 0.54900 4.00707
C: -1.99305 -0.31118 3.51162
C: -0.67976 1.77781 3.37389
O: -0.94767 2.04722 2.20403
N: -0.05739 2.73863 4.20697
C: -0.55002 3.03078 5.53679
C: 0.67846 3.75804 3.51259
H: 0.64684 -0.82229 4.20070
H: -0.26785 -0.50393 5.71520
H: 0.84398 0.71146 5.11031
H: -1.76168 -1.34122 3.85975
H: -2.02815 -0.35514 2.36212
H: -2.91499 0.08015 3.87255
H: -1.28852 2.33130 5.91709
H: -0.94904 4.03086 5.55096
H: 0.33513 3.04447 6.21683
H: 1.27306 3.33477 2.74443
H: 1.38888 4.29487 4.10429
H: -0.00180 4.52733 3.15323
C: 0.51173 1.96569 -3.69571
P: 1.12873 1.41661 -2.06151
C: -0.03862 1.98559 -0.79301
C: 2.65943 2.34689 -1.65195
C: 3.24999 3.43745 -2.31958
C: 4.23117 4.20519 -1.67680
C: 4.74450 3.84822 -0.43748
C: 4.31386 2.62737 0.13653
C: 3.31277 1.88156 -0.50985
H: 0.66681 1.21075 -4.46582
H: 0.93085 2.91873 -3.88501
H: -0.60490 2.06243 -3.61052
H: -0.26631 3.04820 -0.94935
H: 0.34596 1.84009 0.23015
H: -0.98163 1.46181 -0.96919
H: 2.97728 3.66835 -3.37308
H: 4.57988 5.08727 -2.13765
H: 5.49870 4.44355 0.03387
H: 4.71004 2.32587 1.10609
H: 2.97259 0.90276 -0.15565

---

# 2
Computed, not measured: a molecular structure, C26H34IrN6O4PS2 in a non-equilibrium geometry, with ωB97M-V/def2-TZVPD.

Kohn-Sham gap (spin up / spin down): 6.029 / 3.231 eV
total charge: +1
relative energy (zero: lowest compared OMol25 entry of this formula, charge and spin): 138.09 kJ/mol
2S+1: 2
HOMO (spin up / spin down): -10.0 / -10.0 eV
DFT total energy: -78435.5721 eV

Geometry (Å):
Ir: -1.36839 0.22895 0.81848
N: -3.98453 3.63318 0.20185
C: -3.30504 2.50335 0.32650
S: -1.74048 2.48681 1.06001
N: -3.92753 1.41239 -0.15955
N: -3.22873 0.29320 -0.03469
C: -3.87691 -0.79838 -0.44294
C: -3.42793 -2.12065 -0.39297
C: -4.35650 -3.10679 -0.86206
C: -4.05352 -4.42701 -0.85565
C: -2.78278 -4.85192 -0.38903
C: -1.85051 -3.96463 0.04970
C: -2.12669 -2.57074 0.07822
O: -1.19456 -1.79627 0.49767
H: -3.62192 4.50453 0.55222
H: -4.89927 3.61710 -0.22221
H: -4.87034 -0.59813 -0.83285
H: -5.31710 -2.76207 -1.22272
H: -4.76639 -5.15963 -1.20561
H: -2.55438 -5.91007 -0.38540
H: -0.87503 -4.28053 0.39264
O: 4.95272 3.16038 -3.59241
S: 4.91711 3.16256 -5.04225
O: 6.06071 2.57452 -5.69152
O: 4.38842 4.37059 -5.63826
C: 3.55918 1.97677 -5.39083
N: 3.41989 1.44685 -6.60217
C: 2.40310 0.63144 -6.80088
C: 1.47678 0.30422 -5.80731
C: 1.71091 0.92070 -4.58832
N: 2.73350 1.74073 -4.39581
C: 0.88738 0.74967 -3.36937
C: 1.26408 1.46326 -2.22309
C: 0.54546 1.32197 -1.06926
N: -0.52394 0.50585 -0.98724
C: -0.90887 -0.17543 -2.07394
C: -0.23251 -0.07203 -3.26918
H: 2.30721 0.20694 -7.79483
H: 0.65659 -0.36939 -6.00501
H: 2.12936 2.11334 -2.27749
H: 0.80923 1.85514 -0.17183
H: -1.76955 -0.81748 -1.97640
H: -0.58849 -0.64763 -4.11205
C: -1.02810 -2.26866 3.49712
C: -0.37349 -0.94676 3.90041
C: -1.38029 -0.10857 4.69350
P: 0.39490 -0.03656 2.48112
C: 1.69655 -1.21029 1.88938
C: 2.25328 -0.89885 0.50264
C: 2.80344 -1.43993 2.92211
C: 1.26493 1.41478 3.22077
C: 2.35375 1.98239 2.30589
C: 0.35185 2.56937 3.64597
H: -1.28136 -2.81751 4.40478
H: -0.39528 -2.90985 2.88815
H: -1.96001 -2.09357 2.95488
H: 0.48628 -1.15844 4.54443
H: -2.13172 0.35629 4.04629
H: -0.90667 0.67389 5.28161
H: -1.91151 -0.75949 5.38857
H: 1.12980 -2.13920 1.78399
H: 2.82686 0.02528 0.46220
H: 1.46259 -0.84742 -0.24202
H: 2.92259 -1.70797 0.20632
H: 3.35261 -0.52916 3.15727
H: 3.52310 -2.15180 2.51606
H: 2.42747 -1.86163 3.85457
H: 1.73911 0.98515 4.11084
H: 1.95102 2.26278 1.33238
H: 3.18905 1.30666 2.14671
H: 2.74901 2.89307 2.75711
H: 0.15926 3.22617 2.79843
H: 0.86892 3.16477 4.39918
H: -0.60766 2.26936 4.05721

---

# 3
Computed, not measured: C26H34N2O5 in the gas phase in a non-equilibrium geometry, with ωB97M-V/def2-TZVPD.

Kohn-Sham gap: 8.386 eV
SMILES: COc1ccc(NC(=O)CN2CC[C@@]3(O)CCCC[C@@H]3[C@H]2c2cc(OC)ccc2OC)cc1
total charge: 0
relative energy (zero: lowest compared OMol25 entry of this formula, charge and spin): 195.51 kJ/mol
HOMO: -7.8 eV
DFT total energy: -40731.9362 eV

Geometry (Å):
C: -7.57124 -0.93025 -1.67002
O: -7.24327 -0.29139 -0.46210
C: -5.93482 -0.26358 -0.07471
C: -4.87891 -0.81559 -0.78997
C: -3.58928 -0.72446 -0.29646
C: -3.32577 -0.08659 0.91063
N: -2.00265 -0.01275 1.34210
C: -1.47260 0.56604 2.44588
O: -2.08870 1.11132 3.33571
C: 0.05716 0.49933 2.43366
N: 0.55291 -0.43899 1.43863
C: 0.70462 -1.76411 2.02304
C: 1.02952 -2.79981 0.95478
C: 2.32349 -2.40604 0.23522
O: 3.34292 -2.43512 1.21463
C: 2.64095 -3.39341 -0.90152
C: 3.86167 -2.95370 -1.70693
C: 3.66049 -1.54763 -2.26434
C: 3.35456 -0.55123 -1.14882
C: 2.12676 -0.99351 -0.35121
C: 1.78250 0.00178 0.77329
C: 1.59411 1.38019 0.18777
C: 0.45187 1.66481 -0.54676
C: 0.23808 2.92644 -1.08481
O: -0.86634 3.29404 -1.79604
C: -1.92226 2.37182 -1.91411
C: 1.21091 3.90471 -0.90005
C: 2.35995 3.62908 -0.18629
C: 2.56527 2.37092 0.37036
O: 3.67392 2.01999 1.09580
C: 4.64381 3.00433 1.35345
C: -4.38609 0.46650 1.62756
C: -5.66954 0.37623 1.13725
H: -8.65137 -0.83541 -1.77037
H: -7.30301 -1.99195 -1.65080
H: -7.08620 -0.44873 -2.52597
H: -5.04226 -1.31910 -1.72976
H: -2.77537 -1.15977 -0.86015
H: -1.29203 -0.45035 0.75710
H: 0.40199 1.50981 2.19764
H: 0.40419 0.26795 3.45033
H: -0.23549 -2.02408 2.51725
H: 1.50836 -1.77526 2.77536
H: 0.21621 -2.86614 0.23116
H: 1.16203 -3.77323 1.42678
H: 4.16066 -2.13230 0.80599
H: 1.77550 -3.46188 -1.56283
H: 2.81578 -4.37942 -0.46638
H: 4.75366 -2.97686 -1.07520
H: 4.02803 -3.65736 -2.52513
H: 4.55350 -1.23146 -2.80739
H: 2.82735 -1.55828 -2.97108
H: 4.21565 -0.45183 -0.48277
H: 3.16771 0.43396 -1.57995
H: 1.27197 -1.03924 -1.03402
H: 2.62375 0.02828 1.48349
H: -0.27469 0.88069 -0.67544
H: -1.62027 1.48271 -2.47787
H: -2.30842 2.06930 -0.93539
H: -2.70624 2.89150 -2.46248
H: 1.04898 4.88344 -1.32180
H: 3.09112 4.41175 -0.06391
H: 5.10760 3.36521 0.42938
H: 4.22361 3.85123 1.90514
H: 5.40002 2.51656 1.96711
H: -4.18867 0.96162 2.56349
H: -6.49768 0.79928 1.68285